# C23H58N2O7

A cluster of 7 separate species, C23H58N2O7 in total at a distorted geometry (ωB97M-V with the def2-TZVPD basis set, OMol25).

Element x y z (Å)
C  3.1402  3.5941  3.1481
C  3.4031  4.4488  1.8622
C  2.0355  4.9518  1.4073
C  4.2584  5.6235  2.4145
C  5.7198  5.3734  2.4151
C  6.3448  4.7695  1.1715
C  5.5515  3.4666  0.7317
C  6.0154  3.3132  -0.8087
C  6.1161  2.1587  1.4886
N  4.0530  3.6700  0.7152
O  3.4719  2.5434  0.3208
H  2.5906  4.1257  3.9250
H  2.5933  2.6529  3.0916
H  4.0924  3.3707  3.6292
H  1.7253  5.8512  1.9391
H  2.0155  5.2940  0.3726
H  1.2600  4.2031  1.5694
H  4.1176  6.5478  1.8542
H  4.0652  5.9377  3.4402
H  6.2225  6.3124  2.6468
H  5.8148  4.6638  3.2371
H  7.3686  4.5856  1.4973
H  6.2728  5.4905  0.3571
H  5.5593  4.1301  -1.3678
H  5.6736  2.3564  -1.2036
H  7.0860  3.2613  -1.0067
H  7.1959  2.2388  1.6132
H  5.9444  1.2357  0.9348
H  5.6586  2.0366  2.4704
H  3.1451  2.8083  -0.5421
C  -3.0234  -2.9485  2.1164
C  -3.6036  -3.7646  3.3588
C  -3.3754  -5.2665  3.0758
C  -2.7551  -3.4384  4.6487
C  -3.1352  -1.9921  5.2562
C  -4.6950  -1.9610  5.4614
C  -5.6242  -2.3551  4.2850
C  -6.9790  -2.7249  4.9236
C  -5.7477  -1.2342  3.2878
N  -5.0451  -3.5780  3.6211
O  -5.8511  -3.8202  2.4250
H  -2.4295  -3.5351  1.4155
H  -3.8076  -2.3467  1.6571
H  -2.2853  -2.2239  2.4602
H  -3.7934  -5.7641  3.9509
H  -3.8460  -5.5361  2.1303
H  -2.2876  -5.3329  3.0582
H  -2.8860  -4.2329  5.3834
H  -1.6964  -3.4990  4.3965
H  -2.6838  -2.0972  6.2428
H  -2.7773  -1.1383  4.6809
H  -4.9592  -1.0083  5.9203
H  -4.9713  -2.6930  6.2203
H  -7.6596  -3.2086  4.2230
H  -7.4825  -1.8485  5.3319
H  -6.8440  -3.5565  5.6151
H  -4.7806  -0.7569  3.1301
H  -6.4440  -0.4477  3.5789
H  -6.1564  -1.4321  2.2969
H  -6.5134  -4.3924  2.8194
C  0.2097  -2.2296  -3.4605
O  1.2001  -1.5964  -4.2416
H  0.7545  -2.9537  -2.8547
H  -0.2210  -1.4666  -2.8121
H  -0.5930  -2.6080  -4.0935
H  1.1257  -0.6479  -4.1130
C  1.8686  4.3674  -4.5294
O  1.1481  3.1896  -4.5094
H  2.8610  4.2391  -4.9616
H  1.3417  5.0787  -5.1655
H  2.0344  4.7296  -3.5148
H  0.2285  3.3084  -4.7580
C  -0.7409  1.7949  -8.2656
O  -1.1051  3.1028  -7.8827
H  -0.1244  1.2650  -7.5395
H  -1.5845  1.1368  -8.4739
H  -0.1871  1.7608  -9.2038
H  -0.4439  3.7074  -8.2277
C  -5.2395  -4.9905  -2.5084
O  -5.1765  -6.3547  -2.8902
H  -6.2934  -4.7195  -2.4455
H  -4.7581  -4.8451  -1.5414
H  -4.7599  -4.2045  -3.0917
H  -4.6601  -6.3805  -3.6990
C  3.2268  -4.9313  -7.7032
O  3.1704  -3.5662  -7.8387
H  3.6136  -5.4615  -8.5734
H  3.7640  -5.1090  -6.7715
H  2.1942  -5.2632  -7.5951
H  2.7735  -3.2341  -7.0301

Results
SMILES = CC1(C)CCCC(C)(C)N1O.CC1(C)CCCC(C)(C)N1O.CO.CO.CO.CO.CO
Net charge = 0
Relative energy (zero: lowest compared OMol25 entry of this formula, charge and spin) = 79.2 kcal/mol

# C23H59INO9

A cluster of 8 separate species, C23H59INO9 in total at a distorted geometry (ωB97M-V with the def2-TZVPD basis set, OMol25).

Element x y z (Å)
N  -1.2532  4.7054  2.3694
C  -0.7155  3.4647  1.6912
I  -1.6339  1.7005  2.6664
C  0.9070  3.2912  1.8657
O  1.4020  2.0478  1.6107
O  1.8554  4.3286  2.3104
H  -1.9681  5.1788  1.7476
H  -0.5224  5.4318  2.5349
H  -1.0498  3.4071  0.5623
C  -2.6223  -3.3883  1.9614
C  -2.7469  -2.2524  0.9585
C  -2.8716  -2.7788  -0.4624
O  -1.5994  -1.4122  1.0517
H  -1.7268  -3.9886  1.7645
H  -2.5209  -2.9943  2.9783
H  -3.4975  -4.0444  1.9255
H  -3.6219  -1.6404  1.2024
H  -1.9850  -3.3575  -0.7452
H  -2.9480  -1.9501  -1.1745
H  -3.7543  -3.4166  -0.5710
H  -0.8174  -1.9473  0.8368
C  5.4374  -0.7763  0.8223
C  4.0594  -1.4102  0.7198
C  3.2154  -0.7325  -0.3478
O  3.3985  -1.3094  1.9786
H  5.3628  0.2814  1.0993
H  6.0293  -1.2660  1.6029
H  5.9781  -0.8516  -0.1264
H  4.1608  -2.4758  0.4875
H  3.0620  0.3267  -0.1123
H  2.2222  -1.1910  -0.4018
H  3.6894  -0.8065  -1.3315
H  3.3041  -0.3664  2.1932
C  -1.9711  -4.3176  6.0736
C  -2.4623  -2.8857  6.2154
C  -1.9179  -2.2354  7.4772
O  -3.8870  -2.8771  6.2567
H  -2.3046  -4.9318  6.9177
H  -2.3808  -4.7770  5.1677
H  -0.8786  -4.3569  6.0231
H  -2.1564  -2.3033  5.3396
H  -2.2495  -2.7757  8.3710
H  -2.2895  -1.2095  7.5725
H  -0.8237  -2.2123  7.4688
H  -4.1678  -3.3922  7.0314
C  -4.0430  4.7868  -3.1812
C  -2.8082  4.5604  -2.3237
C  -1.6063  4.1781  -3.1727
O  -3.0706  3.5227  -1.3825
H  -4.3147  3.8753  -3.7256
H  -4.9030  5.0491  -2.5558
H  -3.8786  5.5905  -3.9057
H  -2.5832  5.4692  -1.7552
H  -1.7916  3.2451  -3.7168
H  -0.7280  4.0062  -2.5412
H  -1.3687  4.9636  -3.8969
H  -3.2715  2.7116  -1.8784
C  10.1322  0.9442  1.3136
C  8.9950  0.0432  1.7680
C  8.7219  0.2025  3.2551
O  9.3293  -1.3146  1.4921
H  11.0624  0.6953  1.8367
H  10.3257  0.8099  0.2440
H  9.8989  1.9976  1.4978
H  8.0888  0.2794  1.1998
H  9.6021  -0.0727  3.8469
H  7.9094  -0.4609  3.5704
H  8.4463  1.2336  3.4975
H  10.1331  -1.5333  1.9924
C  2.1171  -1.3209  -4.8436
C  1.6400  -2.2654  -3.7519
C  2.7605  -3.1784  -3.2802
O  0.5640  -3.0568  -4.2493
H  2.4639  -1.8789  -5.7208
H  1.2972  -0.6784  -5.1820
H  2.9350  -0.6868  -4.4873
H  1.2565  -1.6857  -2.9054
H  3.1300  -3.8022  -4.1018
H  2.3995  -3.8609  -2.5033
H  3.5976  -2.6000  -2.8770
H  0.8954  -3.5750  -5.0014
C  -8.4179  1.8751  -5.7580
C  -7.1919  2.0736  -4.8810
C  -7.2179  1.1488  -3.6745
O  -7.1428  3.4272  -4.4374
H  -9.3365  2.0998  -5.2043
H  -8.3918  2.5557  -6.6156
H  -8.4760  0.8468  -6.1284
H  -6.2857  1.8879  -5.4676
H  -8.0939  1.3477  -3.0469
H  -6.3358  1.3113  -3.0459
H  -7.2400  0.0987  -3.9824
H  -7.9438  3.6011  -3.9155

Results
Net charge = -1

| no. | Kohn-Sham gap (eV) | LUMO (eV) | highest occupied orbital energy (Eh) |
| --- | --- | --- | --- |
| 1 | 8.58 | 0.3 | -0.3040 |
| 2 | 6.43 | 2.2 | -0.1564 |